(1)
58
Properties=species:S:1:pos:R:3:mulliken_charge:R:1 method="wB97M-V/def2-TZVPD" multiplicity=1 total_charge=-1 energy_ha=-47159.085784 homo_energy_ev=-4.04 mol_weight_g_mol=1690.606
C 4.18 1.01 -0.28 -0.5699
C 2.65 0.59 0.19 -0.4234
C 1.54 0.74 -1.05 0.2610
C 2.28 0.19 -2.42 -0.9181
C 0.31 -0.28 -0.72 0.0061
O 0.35 -1.54 -1.51 -0.4588
C 0.89 -2.65 -0.69 0.0245
C -1.20 0.34 -0.85 -0.0759
N -1.31 1.64 -1.61 -0.6762
C -1.96 0.41 0.63 0.4510
O -2.03 -0.74 1.32 -0.6191
O -2.49 1.71 1.07 -0.6995
H 4.18 1.92 -1.05 0.2199
H 4.65 0.02 -0.75 0.1008
H 4.75 1.34 0.71 0.2234
H 2.33 1.43 0.97 0.2140
H 2.60 -0.45 0.72 0.1835
H 1.26 1.88 -1.08 0.3899
H 2.86 -0.82 -2.19 0.0656
H 3.09 0.93 -2.85 0.2862
H 1.50 -0.01 -3.30 0.2758
H 0.45 -0.62 0.41 0.3802
H 1.89 -2.33 -0.12 0.1410
H 0.15 -2.99 0.16 0.2576
H 1.23 -3.57 -1.37 -0.2468
H -1.83 -0.46 -1.47 0.1599
H -0.68 1.69 -2.45 0.2105
H -2.30 1.91 -1.83 0.2577
C 2.96 -6.42 -3.10 -0.3405
Br 3.57 -4.58 -3.32 -0.0028
Br 4.44 -7.65 -2.88 -0.0382
Br 1.66 -6.58 -1.66 -0.0252
H 2.44 -6.69 -4.03 0.3859
C 8.22 1.37 -0.08 -0.3292
Br 8.51 0.77 1.75 -0.0088
Br 7.48 -0.05 -1.19 -0.0197
Br 7.15 2.99 -0.15 -0.0535
H 9.21 1.62 -0.49 0.3835
C -5.68 -0.79 2.03 -0.3622
Br -4.01 0.11 1.56 -0.0027
Br -7.20 0.42 1.92 -0.0492
Br -5.95 -2.40 0.99 -0.1562
H -5.59 -1.09 3.08 0.2894
C 6.16 4.44 3.75 -0.1715
Br 7.03 3.16 4.93 -0.0168
Br 4.35 3.90 3.30 0.0305
Br 6.22 6.25 4.48 -0.0282
H 6.73 4.46 2.82 0.1799
C -7.99 -1.86 -2.36 -0.1237
Br -6.33 -0.97 -2.83 0.0365
Br -9.51 -0.66 -2.47 -0.0266
Br -8.27 -3.48 -3.40 -0.0447
H -7.90 -2.17 -1.31 0.1240
C -9.51 2.97 4.09 -0.3498
Br -8.76 1.46 5.07 -0.0016
Br -8.21 4.41 3.87 -0.0038
Br -10.26 2.42 2.38 -0.0349
H -10.33 3.36 4.69 0.3393

***

(2)
51
Properties=species:S:1:pos:R:3:mulliken_charge:R:1 method="wB97M-V/def2-TZVPD" multiplicity=1 total_charge=-1 e_above_lowest_kcal_mol=15.62 energy_ha=-6652.330488 homo_energy_ev=-5.15 mol_weight_g_mol=556.133
N 5.70 23.12 -2.07 0.8162
O 6.33 22.83 -3.12 -0.6401
O 5.51 22.23 -1.21 -0.6411
O 5.21 24.27 -1.93 -0.5416
Br 7.30 24.22 -6.32 -0.1811
C 5.40 24.19 -5.90 -0.1021
C 4.66 25.31 -6.62 -0.6137
Br 2.72 25.11 -6.45 -0.1561
H 5.32 24.41 -4.83 -0.1235
H 5.04 23.18 -6.04 0.4056
H 4.94 25.40 -7.66 0.4151
H 4.97 26.26 -6.18 0.3493
C 3.22 22.22 2.04 -1.4485
C 2.69 22.92 0.81 0.8761
C 1.96 21.98 -0.15 -0.2800
O 0.60 22.39 -0.05 -0.3682
C 0.51 23.56 0.65 0.6343
O -0.50 24.17 0.76 -0.5711
O 1.69 23.88 1.17 -0.3986
H 2.38 21.71 2.51 0.3776
H 3.71 22.87 2.77 0.3330
H 3.94 21.46 1.74 0.3497
H 3.48 23.44 0.26 -0.0168
H 2.14 20.94 0.14 0.3007
H 2.41 22.09 -1.14 0.2105
C 10.06 26.37 -0.06 -1.3585
C 10.63 25.12 -0.70 0.3821
C 11.16 24.15 0.39 -0.4663
O 10.28 23.06 0.40 -0.3666
C 9.30 23.25 -0.52 0.5893
O 8.46 22.46 -0.75 -0.4323
O 9.53 24.37 -1.23 -0.3064
H 9.34 26.15 0.73 0.3306
H 9.64 27.03 -0.82 0.3450
H 10.89 26.95 0.37 0.3969
H 11.39 25.32 -1.45 0.3109
H 11.12 24.62 1.38 0.2615
H 12.20 23.91 0.19 0.3058
C 3.81 26.26 -3.02 -1.0749
C 2.82 27.38 -2.68 0.5262
C 3.45 28.78 -2.88 -0.4378
O 2.32 29.50 -3.39 -0.3651
C 1.44 28.67 -3.93 0.6569
O 0.48 28.99 -4.58 -0.5768
O 1.77 27.39 -3.62 -0.3284
H 4.55 26.20 -2.23 0.4594
H 4.30 26.43 -3.98 -0.1468
H 3.29 25.31 -3.15 0.3240
H 2.45 27.30 -1.66 0.3640
H 4.28 28.74 -3.59 0.2781
H 3.84 29.25 -1.98 0.3433

***

(3)
60
Properties=species:S:1:pos:R:3:mulliken_charge:R:1 method="wB97M-V/def2-TZVPD" multiplicity=2 total_charge=-2 e_above_lowest_kcal_mol=20.50 energy_ha=-4206.420050 homo_energy_ev="-3.11 / -3.42" mol_weight_g_mol=1077.181
Pb -0.48 0.49 -0.38 1.0064
F -2.47 3.86 3.79 -0.2361
C -3.57 3.15 3.48 0.6313
F -3.51 2.00 4.15 -0.2048
F -4.61 3.84 4.01 -0.3329
C -3.73 2.98 2.00 -0.2947
C -4.82 3.56 1.37 -0.3101
C -4.95 3.46 -0.01 -0.7458
C -3.97 2.79 -0.71 -0.3843
N -2.92 2.23 -0.11 -0.1209
C -2.79 2.28 1.21 0.7346
S -1.41 1.45 1.89 -0.2521
H -5.56 4.07 1.96 0.4589
H -5.80 3.89 -0.53 0.3752
H -4.01 2.68 -1.78 0.3336
C 2.83 1.82 -0.58 -0.6810
Si 2.69 0.07 -1.22 0.0648
C 4.42 -0.64 -1.23 -1.0483
C 2.07 0.16 -2.99 -0.8952
C 1.51 -0.92 -0.17 -0.0339
Si 1.19 -2.76 -0.36 0.1088
C 0.18 -3.17 -1.87 -0.4567
C 0.40 -3.37 1.21 -0.7933
C 2.84 -3.63 -0.57 -1.1415
H 3.33 2.48 -1.31 0.3566
H 3.42 1.80 0.34 0.1189
H 1.87 2.27 -0.33 0.2535
H 5.09 0.07 -1.72 0.3637
H 4.47 -1.60 -1.75 0.3385
H 4.77 -0.78 -0.20 0.2205
H 2.74 0.78 -3.59 0.3773
H 1.07 0.60 -3.05 0.0928
H 2.01 -0.82 -3.46 0.3096
H 1.70 -0.70 0.90 0.1507
H -0.89 -3.04 -1.69 0.1445
H 0.36 -4.21 -2.16 0.3823
H 0.44 -2.53 -2.72 0.0064
H -0.61 -2.96 1.31 0.1303
H 0.99 -3.06 2.08 0.2789
H 0.32 -4.46 1.22 0.3344
H 3.28 -3.42 -1.54 0.2880
H 2.67 -4.71 -0.50 0.3403
H 3.56 -3.35 0.21 0.3024
F -4.60 -0.10 -1.75 -0.5106
Te -3.41 -0.89 -0.46 1.6010
F -2.88 -2.15 -1.82 -0.5171
F -2.68 -2.21 0.79 -0.5649
F -4.56 -0.14 0.92 -0.5238
F -4.84 -2.14 -0.42 -0.4097
O -1.89 0.31 -2.32 -0.2450
S -2.00 0.54 -3.89 -0.1517
C -0.94 -0.58 -4.64 0.4132
N -0.20 -1.30 -5.15 -0.6138
F 1.97 1.22 2.28 -0.5487
Sb 3.40 0.86 3.47 2.3928
F 4.45 0.28 2.00 -0.5837
F 4.02 2.62 3.18 -0.5746
F 4.86 0.53 4.63 -0.5757
F 2.37 1.41 4.94 -0.5765
F 2.79 -0.91 3.66 -0.5827

***

(4)
45
Properties=species:S:1:pos:R:3:mulliken_charge:R:1 method="wB97M-V/def2-TZVPD" multiplicity=3 total_charge=-2 energy_ha=-3471.530656 homo_energy_ev="-1.63 / -1.76" mol_weight_g_mol=678.924
Pt -0.67 -0.02 1.68 2.0444
C -1.88 -2.55 2.56 -0.4321
O -1.44 -1.28 2.97 -0.4479
H -2.48 -2.99 3.36 0.3391
H -1.04 -3.23 2.35 0.2356
H -2.51 -2.54 1.66 0.1272
O 4.43 -3.22 -0.49 -0.7151
C 4.31 -1.92 -0.19 0.3607
C 5.45 -1.12 -0.22 -0.7308
C 5.37 0.23 0.06 -0.1817
C 4.15 0.82 0.37 -0.9371
C 3.01 0.02 0.43 -0.0365
C 3.06 -1.34 0.17 0.0948
C 1.81 -2.20 0.26 0.3764
O 1.93 -3.39 -0.19 -0.8733
O 0.73 -1.75 0.71 -0.9054
H 3.47 -3.57 -0.39 0.4184
H 6.40 -1.59 -0.47 0.3686
H 6.27 0.84 0.03 0.3181
H 4.08 1.87 0.60 0.4062
H 2.06 0.47 0.69 0.5331
N -1.48 2.99 1.45 -0.5195
C -0.29 2.75 0.73 0.7589
O -0.06 1.49 0.40 -0.9392
C 0.53 3.77 0.39 -1.1382
I 0.88 0.88 3.69 -0.6726
H -2.20 2.32 1.25 0.1637
H -1.81 3.94 1.39 0.2368
H 0.27 4.80 0.65 0.1873
H 1.49 3.57 -0.06 0.2229
C -2.37 -1.04 -2.90 -1.2677
Ge -2.65 0.11 -1.33 0.3449
C -2.26 1.93 -1.94 -1.1483
C -4.61 0.10 -1.07 -1.2499
C -1.82 -0.69 0.19 -1.1208
H -3.00 -0.71 -3.74 0.3729
H -2.63 -2.07 -2.65 0.3736
H -1.32 -1.02 -3.22 0.3654
H -2.55 2.00 -2.99 0.4340
H -1.19 2.16 -1.84 0.2591
H -2.82 2.67 -1.36 0.3427
H -5.13 0.50 -1.95 0.3709
H -4.88 0.70 -0.19 0.3697
H -4.96 -0.93 -0.89 0.3416
H -1.66 -1.77 0.04 0.5489

***

(5)
47
Properties=species:S:1:pos:R:3:mulliken_charge:R:1 method="wB97M-V/def2-TZVPD" multiplicity=1 total_charge=+2 e_above_lowest_kcal_mol=0.00 energy_ha=-2932.678254 homo_energy_ev=-13.25 mol_weight_g_mol=771.130
I 0.19 -1.19 -7.94 -0.0160
I 0.19 1.52 -7.93 -0.0196
La 0.28 0.65 -0.40 1.3056
P -2.29 0.15 -1.49 0.5906
C -3.23 0.11 -3.04 -1.0901
C -2.98 -1.21 -0.46 -1.0656
H -4.07 -1.14 -0.35 0.4478
H -3.98 1.60 -0.42 0.3745
H -2.53 -1.22 0.54 0.1918
H -2.43 1.74 0.41 0.4793
H -2.96 -0.80 -3.59 0.3650
H -2.73 -2.16 -0.94 0.3613
C -2.90 1.65 -0.58 -1.3638
H -4.33 0.12 -2.90 0.4103
H -2.68 2.56 -1.15 0.4065
H -2.95 0.98 -3.66 0.3726
P 2.72 0.12 -1.52 0.6469
C 3.67 0.09 -3.06 -1.0091
C 3.31 1.62 -0.58 -1.2594
H 2.90 -1.21 0.55 0.3001
H 4.45 -1.19 -0.34 0.4212
H 3.09 -2.19 -0.91 0.3516
C 3.36 -1.23 -0.45 -1.1598
H 2.85 1.73 0.41 0.3823
H 4.39 1.58 -0.42 0.3812
H 4.76 0.10 -2.92 0.4160
H 3.38 0.96 -3.68 0.3688
H 3.09 2.54 -1.15 0.3972
H 3.38 -0.82 -3.63 0.3646
C 0.21 0.09 -3.51 -0.0298
O 0.19 0.05 -4.64 -0.0943
O 0.81 2.54 2.67 -0.6332
S 1.21 1.20 3.05 1.0151
O 2.55 0.94 3.53 -0.5604
N 0.96 0.27 1.67 -0.2324
C 0.31 -0.94 1.89 0.6930
S 0.17 -2.03 0.60 -0.2183
C -0.36 -0.91 3.14 0.2251
C -1.43 -1.73 3.52 -0.6342
C -1.98 -1.48 4.78 -0.6450
C -1.51 -0.43 5.60 -0.5993
C -0.51 0.43 5.15 -0.5032
C 0.01 0.22 3.89 0.0422
H -1.76 -2.51 2.81 0.4635
H -2.77 -2.14 5.12 0.4373
H -1.94 -0.29 6.58 0.4321
H -0.12 1.26 5.74 0.4901